(i)
ORCA calculation (the ωB97M-V functional and the def2-TZVPD basis) on a 2-piece molecular cluster, C4H12S overall.

Output
Lowest unoccupied orbital energy (spin up / spin down) = -4.177 / -9.137 eV
Spin multiplicity = 2
HOMO-LUMO gap (spin up / spin down) = 10.5 / 5.6 eV
Total charge = +1

Each line ends with the Löwdin spin population.
Positions of all 17 atoms, in Å:
C: -1.6285 2.7328 -0.9474  0.004
C: -2.9181 2.1376 -1.5272  0.000
H: -1.2423 3.5749 -1.5337  0.000
H: -0.8215 2.0083 -0.8160  0.003
H: -1.8617 3.1804 0.0184  0.000
H: -3.6197 2.9455 -1.6942  0.000
H: -2.7668 1.6550 -2.4856  0.000
H: -3.3518 1.4257 -0.8266  0.000
C: 1.3510 -2.6471 1.6021  0.006
C: 1.4119 -1.9314 0.2682  0.110
S: 1.0146 -0.2047 0.3996  0.787
H: 1.9372 -2.1111 2.3403  0.001
H: 1.8630 -3.6022 1.4887  0.001
H: 0.3458 -2.8132 1.9661  0.001
H: 2.3582 -2.0317 -0.2661  0.018
H: 0.6861 -2.2645 -0.4913  0.043
H: 1.5205 0.2499 -0.7710  0.025

---

(ii)
ORCA calculation (the ωB97M-V functional and the def2-TZVPD basis) on a 2-piece molecular cluster, C4H12S overall.

Output
Lowest unoccupied orbital energy (spin up / spin down) = -3.514 / -8.664 eV
Spin multiplicity = 2
HOMO-LUMO gap (spin up / spin down) = 10.7 / 5.5 eV
Total charge = +1

Each line ends with the Löwdin spin population.
Positions of all 17 atoms, in Å:
C: -1.7535 -2.4783 0.4997  0.083
C: -1.8949 0.0923 1.2739  0.090
S: -2.7459 -1.4289 1.5278  0.740
H: -1.9174 -2.2824 -0.5610  0.025
H: -0.7413 -2.1995 0.6815  0.016
H: -1.8091 -3.5325 0.7592  0.000
H: -0.9181 -0.0115 1.7374  0.029
H: -2.4441 0.9417 1.6706  -0.001
H: -1.6611 0.3491 0.2356  0.018
C: 2.1044 1.0778 -1.7074  0.000
C: 1.8526 1.4699 -0.2571  0.000
H: 1.9863 0.0172 -1.8960  0.000
H: 1.4031 1.6370 -2.3362  0.000
H: 3.0718 1.4484 -2.0427  0.000
H: 1.8310 2.5443 -0.0345  0.000
H: 2.7378 1.2562 0.3319  0.000
H: 0.8985 1.0992 0.1173  0.000

---

Most stable structure - (ii); separation to the second - 5.5 kcal/mol.

---

(i)
ORCA calculation (the ωB97M-V functional and the def2-TZVPD basis) on a 7-piece molecular cluster, C14H42O7 overall.

Output
Lowest unoccupied orbital energy = 0.372 eV
Spin multiplicity = 1
HOMO-LUMO gap = 9.8 eV
Total charge = 0

Each line ends with the natural charge from an NBO analysis.
Positions of all 63 atoms, in Å:
C: 13.7790 13.5770 5.8170  -0.639
C: 14.5140 12.9620 7.0060  -0.046
O: 14.8870 11.6240 6.7330  -0.722
H: 14.1700 13.6160 4.8500  0.214
H: 13.4900 14.5510 5.7990  0.219
H: 12.8440 12.8040 5.4960  0.204
H: 13.7240 13.2430 7.9220  0.130
H: 15.3670 13.4640 7.3500  0.162
H: 15.3960 11.2020 7.4340  0.476
C: 13.6640 19.2510 8.5810  -0.618
C: 13.3310 18.9310 7.1500  -0.070
O: 14.0110 19.9250 6.3020  -0.745
H: 13.2780 18.4910 9.1060  0.207
H: 13.2720 20.1800 8.8050  0.212
H: 14.8250 19.0590 8.9170  0.210
H: 12.2010 18.6860 6.8640  0.178
H: 13.7720 17.8940 6.8640  0.154
H: 13.6370 19.9780 5.4120  0.471
C: 6.2330 17.8630 6.2890  -0.630
C: 7.6390 17.8770 5.6250  -0.043
O: 8.5910 17.6740 6.6120  -0.748
H: 6.3750 18.5730 6.9810  0.191
H: 6.1190 16.9430 6.8030  0.212
H: 5.4390 18.3090 5.6500  0.206
H: 7.7020 18.8380 5.3010  0.148
H: 7.6640 17.1180 4.7170  0.170
H: 8.7060 18.4330 7.0940  0.490
C: 10.2690 15.3400 9.5790  -0.674
C: 10.8280 15.3330 8.2190  -0.039
O: 9.9330 14.8830 7.2470  -0.738
H: 9.5980 16.1170 9.3970  0.212
H: 11.0000 15.2990 10.2560  0.225
H: 9.9560 14.3920 9.9270  0.227
H: 11.6780 14.6390 8.1230  0.156
H: 11.2670 16.2220 7.8930  0.155
H: 9.1840 15.5230 7.2760  0.480
C: 6.3120 13.9180 8.1980  -0.618
C: 7.0220 12.9810 7.2370  -0.034
O: 8.2120 12.5860 7.7410  -0.758
H: 5.3710 14.0820 7.8740  0.197
H: 6.7760 14.7690 8.2760  0.188
H: 6.2590 13.7240 9.3580  0.200
H: 7.0730 13.4830 6.1520  0.148
H: 6.3930 12.0320 7.0800  0.156
H: 9.0640 12.9200 7.4070  0.512
C: 9.6600 19.5170 9.9960  -0.616
C: 8.9850 20.6550 9.3180  -0.054
O: 8.5520 20.2140 8.1100  -0.743
H: 10.3050 19.7160 10.7360  0.218
H: 10.4280 18.9450 9.2180  0.192
H: 9.0610 18.6860 10.2750  0.219
H: 9.5820 21.5540 9.1850  0.165
H: 8.0430 21.0390 9.8990  0.149
H: 8.0590 20.8100 7.6200  0.478
C: 11.9160 12.5780 11.0900  -0.606
C: 13.1100 11.6970 11.5950  -0.056
O: 13.0380 11.5830 13.0120  -0.723
H: 11.8810 12.6970 10.1740  0.198
H: 12.0650 13.5620 11.4600  0.195
H: 10.9690 12.3360 11.2700  0.214
H: 14.1440 11.9910 11.1340  0.151
H: 13.1390 10.7170 11.0370  0.153
H: 13.7860 11.0340 13.3840  0.475

---

(ii)
ORCA calculation (the ωB97M-V functional and the def2-TZVPD basis) on a 7-piece molecular cluster, C14H42O7 overall.

Output
Lowest unoccupied orbital energy = 0.602 eV
Spin multiplicity = 1
HOMO-LUMO gap = 10.6 eV
Total charge = 0

Each line ends with the natural charge from an NBO analysis.
Positions of all 63 atoms, in Å:
C: 17.0735 -12.3674 9.3367  -0.643
C: 16.4256 -13.5010 10.1251  -0.062
O: 16.7488 -14.7498 9.5009  -0.728
H: 16.7065 -11.3883 9.6767  0.205
H: 16.7368 -12.3715 8.2941  0.198
H: 18.1610 -12.3441 9.3515  0.214
H: 15.3437 -13.3458 10.1839  0.162
H: 16.8205 -13.6152 11.1326  0.178
H: 16.5595 -14.6242 8.5627  0.473
C: 16.3087 -14.1156 14.1105  -0.631
C: 16.9911 -14.5176 15.4033  -0.061
O: 17.7479 -13.4259 15.9182  -0.723
H: 16.9885 -14.0770 13.2676  0.210
H: 15.8148 -13.1560 14.2927  0.216
H: 15.4534 -14.7537 13.8783  0.215
H: 17.6734 -15.3608 15.2174  0.154
H: 16.2783 -14.8901 16.1504  0.154
H: 18.2902 -13.7700 16.6325  0.466
C: 16.9923 -17.8645 10.8559  -0.627
C: 16.5147 -18.9232 11.8443  -0.063
O: 17.4438 -20.0223 11.7351  -0.731
H: 16.5784 -18.0887 9.8723  0.207
H: 18.0744 -17.8139 10.7878  0.220
H: 16.5950 -16.8833 11.1201  0.222
H: 15.5096 -19.2608 11.5838  0.158
H: 16.5359 -18.5563 12.8737  0.152
H: 17.1268 -20.7314 12.3061  0.461
C: 16.0125 -14.9856 4.5252  -0.640
C: 16.0866 -15.0249 6.0385  -0.066
O: 15.1363 -14.2199 6.7013  -0.756
H: 16.1237 -13.9404 4.2238  0.214
H: 15.0375 -15.2821 4.1374  0.212
H: 16.7599 -15.6805 4.1448  0.213
H: 17.0974 -14.9025 6.4523  0.148
H: 15.8651 -16.0419 6.3920  0.174
H: 15.1618 -13.2962 6.4057  0.487
C: 15.9742 -7.5289 8.6547  -0.658
C: 15.0510 -8.5965 9.1832  -0.068
O: 13.6767 -8.2167 9.1361  -0.724
H: 16.9656 -7.6177 9.1229  0.229
H: 15.7497 -6.5151 9.0039  0.212
H: 16.1319 -7.4816 7.5810  0.210
H: 15.2864 -8.8485 10.2284  0.161
H: 15.1444 -9.5668 8.6946  0.173
H: 13.5570 -7.4154 9.6504  0.464
C: 16.0804 -9.2863 5.3466  -0.644
C: 16.2949 -10.6173 6.0021  -0.068
O: 15.3690 -11.5816 5.4715  -0.749
H: 16.8609 -8.6076 5.7037  0.213
H: 15.1339 -8.7945 5.5884  0.214
H: 16.0549 -9.3456 4.2587  0.223
H: 16.1656 -10.5790 7.0880  0.166
H: 17.2965 -11.0346 5.9070  0.184
H: 14.4690 -11.3884 5.7549  0.477
C: 20.4131 -10.4214 7.2210  -0.634
C: 19.3750 -9.3536 7.6119  -0.060
O: 19.8562 -8.5568 8.6734  -0.719
H: 20.0427 -11.0861 6.4376  0.211
H: 20.6619 -11.0821 8.0528  0.215
H: 21.3261 -9.8925 6.9371  0.197
H: 18.5076 -9.8797 8.0203  0.175
H: 19.1132 -8.7645 6.7257  0.154
H: 20.7097 -8.1740 8.4453  0.464

---

Most stable structure - (ii); separation to the second - 162.8 kcal/mol.

---

(i)
ORCA calculation (the ωB97M-V functional and the def2-TZVPD basis) on C2H7N3 as an isolated structure.

Output
Lowest unoccupied orbital energy = 0.892 eV
Spin multiplicity = 1
HOMO-LUMO gap = 10.5 eV
Total charge = 0

Each line ends with the natural charge from an NBO analysis.
Positions of all 12 atoms, in Å:
C: -1.7963 0.2171 -0.0415  -0.447
C: 1.3906 0.2211 -0.1186  0.243
H: -2.7906 -0.0345 0.3203  0.205
H: -1.8729 0.1807 -1.1460  0.212
H: -1.6110 1.3404 0.2187  0.173
H: -0.4992 -0.5394 1.3287  0.338
H: 0.7985 -1.7308 -0.6041  0.384
H: 0.9106 1.4779 -0.2496  0.170
H: 3.2392 0.6623 0.2689  0.341
N: -0.7907 -0.8321 0.3739  -0.438
N: 0.3623 -0.7089 -0.5321  -0.517
N: 2.6595 -0.2538 0.1813  -0.665

---

(ii)
ORCA calculation (the ωB97M-V functional and the def2-TZVPD basis) on C2H7N3 as an isolated structure.

Output
Lowest unoccupied orbital energy = 0.718 eV
Spin multiplicity = 1
HOMO-LUMO gap = 9.3 eV
Total charge = 0

Each line ends with the natural charge from an NBO analysis.
Positions of all 12 atoms, in Å:
C: 1.8932 -0.0399 0.1106  -0.448
C: -0.4652 0.1390 -0.0680  0.591
H: 1.8081 1.2155 -0.2830  0.292
H: 2.7324 -0.7328 -0.8333  0.192
H: 2.3794 -0.2130 1.4846  0.200
H: 0.4620 -1.6662 -0.3512  0.403
H: -2.5149 -0.3441 -0.0222  0.381
H: -1.6333 -1.6943 0.2591  0.384
H: -1.3745 1.8031 0.1160  0.341
N: 0.5721 -0.6120 -0.1436  -0.656
N: -1.6109 -0.6919 0.0930  -0.865
N: -0.4508 1.4521 -0.0389  -0.815

---

Most stable structure - (i); separation to the second - 6.4 kcal/mol.

---

(i)
ORCA calculation (the ωB97M-V functional and the def2-TZVPD basis) on C2H7N3 as an isolated structure.

Output
Lowest unoccupied orbital energy = 0.870 eV
Spin multiplicity = 1
HOMO-LUMO gap = 10.1 eV
Total charge = 0

Each line ends with the natural charge from an NBO analysis.
Positions of all 12 atoms, in Å:
C: 1.2486 -0.7037 0.2248  -0.449
C: -1.5014 0.2847 0.2340  0.224
H: 1.9153 -1.4361 -0.1733  0.206
H: 1.7550 -0.0574 0.9506  0.179
H: 0.3753 -1.2760 0.7623  0.223
H: 1.3871 1.1375 -1.0907  0.363
H: -0.0863 1.4276 0.9069  0.344
H: -1.9047 0.5685 1.2550  0.169
H: -1.4413 -0.6747 -1.5850  0.345
N: 0.6281 0.3547 -0.9301  -0.446
N: -0.3615 1.1131 -0.1113  -0.500
N: -2.0142 -0.7383 -0.4432  -0.658

---

(ii)
ORCA calculation (the ωB97M-V functional and the def2-TZVPD basis) on C2H7N3 in the gas phase.

Output
Lowest unoccupied orbital energy = 0.841 eV
Spin multiplicity = 1
HOMO-LUMO gap = 9.5 eV
Total charge = 0

Each line ends with the natural charge from an NBO analysis.
Positions of all 12 atoms, in Å:
C: -1.5111 -0.8199 0.1067  -0.422
C: 0.9110 -0.5768 -0.0900  0.270
H: -1.2661 -1.8550 -0.2568  0.209
H: -2.4024 -0.5319 -0.4231  0.199
H: -1.7915 -0.7643 1.1967  0.174
H: -1.1429 1.4149 0.9564  0.341
H: -0.9481 1.8651 -0.9518  0.357
H: 0.8709 -1.6669 -0.3249  0.146
H: 2.7470 -0.4631 0.1258  0.339
N: -0.3762 0.0177 -0.2296  -0.310
N: -0.4873 1.3548 0.0302  -0.633
N: 1.9398 0.1105 0.1391  -0.670

---

Most stable structure - (ii); separation to the second - 30.1 kcal/mol.

---

(i)
ORCA calculation (the ωB97M-V functional and the def2-TZVPD basis) on C18H22N2O2 in the gas phase.

Output
Lowest unoccupied orbital energy = 0.848 eV
Spin multiplicity = 1
HOMO-LUMO gap = 8.6 eV
Total charge = 0

Each line ends with the natural charge from an NBO analysis.
Positions of all 44 atoms, in Å:
C: -4.6880 -1.1131 -1.2313  -0.626
H: -3.9921 -1.3320 -2.0394  0.202
H: -4.8554 -0.0397 -1.1938  0.196
H: -5.6348 -1.5964 -1.4607  0.212
C: -4.1464 -1.6467 0.1047  -0.038
N: -2.7834 -1.2519 0.4281  -0.630
H: -2.1685 -1.4406 -0.3541  0.358
C: -2.4859 0.0385 0.9946  -0.246
C: -2.6180 1.2901 0.0930  0.053
O: -2.2798 2.4492 0.8204  -0.716
H: -1.3982 2.3341 1.1974  0.471
C: -1.7869 1.1460 -1.2020  -0.097
O: -0.5251 0.5484 -0.9977  -0.510
C: 0.5335 1.2834 -0.5523  0.315
C: 0.5823 2.6653 -0.4328  -0.351
C: 1.7376 3.3099 0.0053  -0.174
C: 2.8808 2.6173 0.3441  -0.285
C: 2.8396 1.2341 0.2332  0.179
N: 3.8132 0.3093 0.5077  -0.532
C: 3.3272 -0.9508 0.2623  0.137
C: 3.9480 -2.1821 0.4014  -0.244
C: 3.2141 -3.3101 0.0867  -0.201
C: 1.8960 -3.2172 -0.3553  -0.246
C: 1.2737 -1.9932 -0.4981  -0.189
C: 1.9906 -0.8445 -0.1888  -0.031
C: 1.6821 0.5575 -0.2075  -0.103
H: 0.2541 -1.9193 -0.8406  0.216
H: 1.3553 -4.1224 -0.5891  0.212
H: 3.6712 -4.2838 0.1857  0.212
H: 4.9695 -2.2562 0.7447  0.211
H: 4.7392 0.5231 0.8353  0.412
H: 3.7690 3.1276 0.6829  0.214
H: 1.7264 4.3870 0.0793  0.215
H: -0.2737 3.2737 -0.6782  0.229
H: -2.3071 0.4678 -1.8833  0.198
H: -1.7022 2.1220 -1.6912  0.192
H: -3.6605 1.4505 -0.1987  0.178
H: -3.1103 0.1950 1.8761  0.206
H: -1.4429 -0.0101 1.3330  0.200
C: -5.1095 -1.3110 1.2397  -0.621
H: -4.7017 -1.6507 2.1878  0.219
H: -5.2932 -0.2407 1.2934  0.201
H: -6.0596 -1.8114 1.0711  0.215
H: -4.0974 -2.7424 0.0170  0.187

---

(ii)
ORCA calculation (the ωB97M-V functional and the def2-TZVPD basis) on C18H22N2O2 in the gas phase.

Output
Lowest unoccupied orbital energy = 0.626 eV
Spin multiplicity = 1
HOMO-LUMO gap = 7.9 eV
Total charge = 0

Each line ends with the natural charge from an NBO analysis.
Positions of all 44 atoms, in Å:
C: -8.7377 -0.3369 0.5278  -0.624
C: -7.2736 -0.1031 0.3122  -0.036
C: -6.3610 -1.1482 0.3321  -0.183
C: -5.0095 -0.9326 0.1311  -0.265
C: -4.5431 0.3561 -0.0973  0.217
C: -5.4502 1.4132 -0.1195  -0.249
C: -6.7953 1.1828 0.0828  -0.201
H: -7.4868 2.0128 0.0628  0.210
H: -5.0961 2.4199 -0.2966  0.201
N: -3.1885 0.6538 -0.3111  -0.615
C: -2.1217 -0.1838 -0.3262  0.683
O: -2.1610 -1.3808 -0.1477  -0.611
C: -0.8028 0.5486 -0.5857  -0.309
N: 0.2442 -0.4193 -0.7539  -0.600
C: 1.5604 -0.1470 -0.4392  0.143
C: 2.0718 1.1524 -0.4425  -0.269
C: 3.4065 1.3821 -0.1846  -0.239
C: 4.2828 0.3310 0.0795  0.335
C: 3.7812 -0.9659 0.0771  -0.301
C: 2.4414 -1.1940 -0.1746  -0.228
H: 2.0662 -2.2075 -0.1693  0.208
H: 4.4166 -1.8143 0.2785  0.216
O: 5.5754 0.6964 0.3395  -0.525
C: 6.5763 -0.2938 0.5055  0.102
C: 7.7600 0.4050 1.1685  -0.612
H: 7.4556 0.8289 2.1217  0.217
H: 8.5676 -0.3025 1.3341  0.209
H: 8.1139 1.2101 0.5302  0.211
C: 6.9809 -0.9009 -0.8392  -0.636
H: 7.7327 -1.6714 -0.6899  0.211
H: 6.1201 -1.3390 -1.3387  0.218
H: 7.3905 -0.1244 -1.4810  0.212
H: 6.2102 -1.0850 1.1771  0.165
H: 3.7998 2.3867 -0.1832  0.218
H: 1.4272 1.9908 -0.6580  0.207
H: -0.0717 -1.3578 -0.5329  0.408
H: -0.9049 1.1677 -1.4885  0.200
H: -0.6106 1.2174 0.2690  0.204
H: -3.0012 1.6343 -0.4725  0.396
H: -4.3172 -1.7569 0.1503  0.254
H: -6.7086 -2.1557 0.5082  0.210
H: -9.0949 0.2446 1.3768  0.218
H: -9.3045 -0.0260 -0.3492  0.218
H: -8.9401 -1.3878 0.7164  0.215

---

Most stable structure - (ii); separation to the second - 7.3 kcal/mol.